1.
Here is a cluster of 2 separate species, C29H25NO2 in total in a non-equilibrium geometry from the Open Molecules 2025 dataset. Energies are from ωB97M-V/def2-TZVPD.

Results
HOMO energy: -5.88 eV
gap between HOMO and LUMO: 3.953 eV
energy relative to the best compared isomer or geometry (same formula, charge and spin): 61.8 kcal/mol
2S+1: 1
charge: 0
total energy: -36060.0752 eV

Each line ends with the Löwdin charge.
Atoms and positions in Å:
C  0.3695  -2.6128  2.5939  -0.063
C  -0.1554  -1.2332  2.4632  -0.255
C  0.7636  -0.1844  2.3569  -0.255
N  1.5396  0.6989  2.2510  0.163
C  -1.5311  -0.8864  2.6244  -0.201
C  -2.5702  -1.8636  2.6895  -0.032
C  -3.9042  -1.4816  2.7635  -0.098
C  -4.2559  -0.1254  2.7634  -0.104
C  -3.2573  0.8515  2.7247  -0.092
C  -1.9200  0.4824  2.6680  -0.037
H  -0.4192  -3.3690  2.6065  0.067
H  1.0355  -2.8128  1.7436  0.058
H  0.9838  -2.7153  3.5062  0.091
H  -2.3054  -2.9219  2.6512  0.093
H  -4.6782  -2.2496  2.8128  0.100
H  -5.3036  0.1702  2.8079  0.095
H  -3.5114  1.9127  2.7267  0.107
H  -1.1539  1.2599  2.6232  0.108
C  6.4047  -3.4007  -0.5308  -0.054
O  5.2366  -4.0893  -1.0373  -0.080
C  4.0281  -3.4764  -0.9425  -0.250
C  2.9173  -4.1584  -1.5059  0.003
C  1.6652  -3.6129  -1.4261  -0.018
C  1.4259  -2.3586  -0.7858  -0.220
C  0.0793  -1.9006  -0.7054  0.052
C  -0.4002  -0.5703  -0.7489  -0.215
C  -1.8112  -0.3707  -0.8368  -0.015
C  -2.3644  0.8817  -0.7360  0.001
C  -1.5237  1.9896  -0.5512  -0.233
O  -2.1458  3.2249  -0.3843  -0.005
C  -1.8454  4.2451  -1.3044  -0.239
C  -2.8482  4.5956  -2.2114  -0.005
C  -2.5124  5.4149  -3.2867  -0.082
C  -1.2133  5.9182  -3.4080  -0.095
C  -0.2497  5.6224  -2.4409  -0.075
C  -0.5706  4.8040  -1.3566  -0.020
C  -0.1352  1.8397  -0.4813  0.003
C  0.4185  0.5849  -0.6540  -0.017
C  2.5461  -1.7063  -0.2029  -0.022
C  3.8201  -2.2302  -0.3031  0.002
H  7.2144  -4.1152  -0.6700  0.092
H  6.5985  -2.4882  -1.1120  0.100
H  6.2941  -3.1536  0.5344  0.094
H  3.0991  -5.1184  -1.9796  0.121
H  0.8183  -4.1318  -1.8753  0.119
H  -0.6918  -2.6665  -0.8007  0.127
H  -2.4533  -1.2408  -0.9686  0.118
H  -3.4414  1.0408  -0.7595  0.128
H  -3.8483  4.1792  -2.0857  0.121
H  -3.2763  5.6607  -4.0240  0.105
H  -0.9555  6.5619  -4.2500  0.101
H  0.7625  6.0228  -2.5126  0.106
H  0.1576  4.5708  -0.5794  0.109
H  0.4976  2.6994  -0.2634  0.107
H  1.4996  0.4993  -0.7039  0.099
H  2.4134  -0.7909  0.3724  0.082
H  4.6632  -1.6960  0.1417  0.110

Forces on atoms 1 to 3 (eV/Å):
C 0.8 -0.4 0.2
C -0.2 0.1 -0.5
C 1.3 1.2 0.0

=====

2.
Here is a structure of composition C29H26B11Br6F2HgIN2PS2Se in a non-equilibrium geometry from the Open Molecules 2025 dataset. Energies are from ωB97M-V/def2-TZVPD.

Results
HOMO energy (alpha / beta): 0.15 / -1.97 eV
expectation value of S²: 0.764
gap between HOMO and LUMO (alpha / beta): 3.260 / 5.363 eV
2S+1: 2
charge: -2
total energy: -575199.1336 eV

Each line ends with the Löwdin charge.
Atoms and positions in Å:
Hg  -0.8431  0.6536  -0.2797  0.724
Br  3.5870  -0.0792  0.7880  0.826
B  4.4557  -0.4247  -0.9282  -0.907
B  6.1006  -1.0243  -1.1467  -0.277
C  6.7131  -0.1946  -2.5807  0.041
B  5.8186  0.6725  -1.4130  -0.289
B  5.6653  1.0022  -3.1944  -0.265
B  5.8664  -0.5595  -4.0296  -0.281
B  6.1698  -1.8278  -2.6773  -0.281
B  4.6938  -1.9793  -1.6641  -0.913
Br  4.3174  -3.7520  -1.0063  0.852
B  4.5560  -1.6524  -3.5183  -0.929
Br  4.1362  -3.0955  -4.7481  0.815
B  4.2191  0.0747  -3.7751  -0.904
Br  3.1500  0.7133  -5.2595  0.845
B  4.2108  0.8407  -2.1351  -0.885
Br  3.1309  2.4264  -1.8078  0.885
B  3.4554  -0.8856  -2.3819  -0.961
Br  1.6090  -1.2636  -2.2377  0.909
H  6.8698  -1.2191  -0.2273  0.168
H  7.7738  -0.0178  -2.7157  0.172
H  6.3252  1.5936  -0.8078  0.166
H  6.1644  1.9930  -3.6650  0.159
H  6.3389  -0.7156  -5.0767  0.141
H  6.8089  -2.7167  -3.0437  0.137
F  -5.9819  -0.1096  0.6637  0.038
C  -5.0574  -0.3593  -0.2806  -0.289
C  -3.7443  -0.1766  0.1040  -0.095
C  -2.8133  -0.0966  -0.9023  -0.233
C  -3.1571  -0.2460  -2.2414  -0.170
C  -4.4768  -0.6890  -2.4940  -0.217
F  -4.7942  -1.0631  -3.7660  0.026
C  -5.4861  -0.7250  -1.5638  0.044
C  -2.1892  0.2093  -3.1943  -0.220
C  -2.3044  0.2235  -4.5716  -0.007
C  -1.3659  0.9357  -5.3352  -0.075
C  -0.3064  1.5637  -4.7340  -0.101
C  -0.2567  1.5267  -3.3335  -0.158
N  -1.1054  0.8087  -2.5807  -0.036
H  -3.5206  0.1380  1.1300  0.082
H  -6.4951  -1.0802  -1.7755  0.121
H  -3.1964  -0.1956  -5.0277  0.100
H  -1.4848  0.9749  -6.3958  0.092
H  0.3623  2.2181  -5.3265  0.096
H  0.6012  1.9436  -2.7555  0.051
I  -3.4101  4.3087  -0.1825  0.810
C  -1.4387  4.6039  0.4080  -0.812
C  -1.1624  5.5998  1.4092  -0.156
C  0.0858  5.6665  2.0076  -0.091
C  1.0971  4.8656  1.4927  -0.079
C  0.7843  3.9874  0.4854  -0.161
N  -0.4565  3.8315  -0.1055  0.002
H  -1.9357  6.3274  1.5507  0.063
H  0.2125  6.3687  2.8307  0.102
H  2.0996  4.9433  1.8938  0.104
H  1.5396  3.3200  -0.0009  0.025
Se  -0.1817  0.3700  2.2220  -0.070
S  -0.0205  -3.3580  5.7330  0.134
P  -0.8831  -2.3285  4.3495  0.060
S  0.5584  -1.6679  2.9812  0.029
C  -1.9776  -3.3936  3.3551  -0.401
C  -3.0984  -3.8890  3.9839  -0.109
C  -3.9946  -4.7010  3.2517  -0.090
C  -3.8539  -4.8134  1.8593  -0.084
C  -2.7244  -4.1965  1.2626  -0.094
C  -1.7948  -3.5220  1.9831  -0.122
C  -1.8120  -0.9090  4.9715  -0.453
C  -1.3646  -0.2886  6.1037  -0.091
C  -2.1091  0.8620  6.5470  -0.080
C  -3.1348  1.3796  5.7598  -0.117
C  -3.3861  0.8447  4.5035  -0.084
C  -2.7929  -0.3872  4.1547  -0.144
H  -3.1969  -3.6657  5.0393  0.098
H  -4.8639  -5.0606  3.8068  0.090
H  -4.6439  -5.2773  1.2484  0.096
H  -2.5882  -4.3130  0.1917  0.102
H  -0.8862  -3.1780  1.4900  0.068
H  -0.5071  -0.7420  6.6266  0.077
H  -1.8171  1.4018  7.4346  0.083
H  -3.6663  2.2379  6.1810  0.095
H  -4.1462  1.3235  3.8760  0.104
H  -3.0499  -0.9143  3.2069  0.100

Forces on atoms 1 to 3 (eV/Å):
Hg 0.2 0.3 1.5
Br 0.1 -0.3 0.1
B -0.1 0.7 0.5

=====

3.
Here is a structure of composition C29H26BCl7N11O3Ta in a non-equilibrium geometry from the Open Molecules 2025 dataset. Energies are from ωB97M-V/def2-TZVPD.

Results
HOMO energy (alpha / beta): -10.63 / -10.60 eV
expectation value of S²: 0.765
gap between HOMO and LUMO (alpha / beta): 6.660 / 6.204 eV
energy relative to the best compared isomer or geometry (same formula, charge and spin): 458.4 kcal/mol
2S+1: 2
charge: +1
total energy: -142895.4772 eV

Each line ends with the Löwdin charge.
Atoms and positions in Å:
Ta  -0.2154  0.0064  0.3086  1.624
C  1.6235  -4.4043  0.4830  -0.003
C  0.6178  -3.9770  -0.5320  -0.353
C  -0.3149  -4.8364  -1.2194  0.017
C  -0.9386  -4.0179  -2.0718  -0.053
N  -0.4576  -2.6973  -1.9446  -0.130
N  0.5843  -2.7437  -0.9599  0.048
B  2.2107  -1.1524  -2.4286  -0.471
N  1.2745  -0.4237  -3.2053  0.023
C  0.6623  -0.6925  -4.4107  -0.043
C  0.0381  0.4411  -4.8081  0.016
C  0.3090  1.4062  -3.7877  -0.330
C  -0.0519  2.8499  -3.8121  -0.008
N  1.0243  0.8881  -2.8245  0.129
N  2.7211  -0.4765  -1.2040  0.014
C  4.0364  -0.2654  -1.0204  -0.031
C  4.2279  0.2979  0.2112  0.019
C  2.9516  0.4119  0.7670  -0.325
C  2.7033  0.9667  2.1316  -0.064
N  2.0295  -0.0460  -0.1032  -0.042
N  2.8068  -2.4126  -2.7848  0.014
C  3.6275  -3.2172  -2.0279  -0.073
C  3.7801  -4.3909  -2.6870  0.002
C  2.9982  -4.2532  -3.8737  -0.327
C  2.8069  -5.2523  -4.9617  -0.020
N  2.4215  -3.0785  -3.9218  0.145
H  1.1873  -5.1337  1.1653  0.093
H  1.9859  -3.5486  1.0514  0.085
H  2.4685  -4.8807  -0.0165  0.079
H  -0.4333  -5.8976  -1.0843  0.119
H  -1.6919  -4.2106  -2.8197  0.131
H  0.7581  -1.6646  -4.8577  0.105
H  -0.5354  0.5915  -5.7070  0.115
H  0.4816  3.3421  -4.6271  0.093
H  0.2261  3.3363  -2.8790  0.076
H  -1.1190  2.9865  -3.9923  0.085
H  4.7397  -0.5136  -1.7987  0.147
H  5.1547  0.6006  0.6652  0.125
H  3.5212  0.6530  2.7780  0.097
H  1.7706  0.6325  2.5757  0.016
H  2.7197  2.0580  2.1033  0.078
H  4.0198  -2.8923  -1.0796  0.123
H  4.3718  -5.2391  -2.3864  0.115
H  3.7636  -5.5191  -5.4115  0.087
H  2.1590  -4.8470  -5.7354  0.080
H  2.3625  -6.1690  -4.5720  0.083
Cl  -2.8264  6.7084  -0.1154  0.718
C  -2.4302  5.0662  -0.3960  -0.699
C  -1.2734  4.5270  0.1531  -0.691
Cl  -0.2197  5.4556  1.1357  0.735
C  -0.9925  3.1995  -0.1097  -0.528
Cl  0.3880  2.4174  0.6281  0.859
C  -1.7756  2.3480  -0.8764  -0.501
O  -1.4825  1.0738  -0.9874  -0.330
C  -2.9510  2.9122  -1.3925  -0.610
Cl  -3.9628  1.8972  -2.3401  0.751
C  -3.2667  4.2459  -1.1663  -0.678
Cl  -4.7011  4.8981  -1.8331  0.733
N  -1.5514  -1.8824  -1.4315  -0.170
N  -2.9257  -0.4214  0.3778  -0.148
C  -3.2689  0.7859  1.2489  -0.745
O  -4.4149  1.1142  1.2313  0.132
O  -2.2051  1.2012  1.7700  -0.042
H  -2.0441  -1.4664  -2.1435  0.057
H  -0.8052  -2.5296  0.5097  0.060
H  -2.8519  -2.6912  0.2768  0.125
Cl  -1.9238  -1.6897  0.3867  0.810
C  -1.9148  -2.0991  2.2098  -0.283
C  -2.8076  -2.9319  2.8252  -0.054
C  -2.6495  -3.0963  4.2076  -0.053
C  -1.6300  -2.4320  4.8721  -0.080
C  -0.7253  -1.6250  4.1825  -0.594
Cl  0.5527  -0.8301  5.0337  0.723
C  -0.8171  -1.4685  2.8061  -0.394
N  -0.0053  -0.6803  1.9875  -0.162
H  -3.6260  -3.4112  2.2976  0.118
H  -3.3325  -3.7241  4.7622  0.116
H  -1.5271  -2.5263  5.9440  0.114

Forces on atoms 1 to 3 (eV/Å):
Ta 0.2 0.9 -0.1
C -0.1 0.0 0.0
C 1.2 -0.2 -0.1

=====

4.
Here is a structure of composition C29H26BHgN11O2S in a non-equilibrium geometry from the Open Molecules 2025 dataset. Energies are from ωB97M-V/def2-TZVPD.

Results
HOMO energy: -2.71 eV
gap between HOMO and LUMO: 6.893 eV
energy relative to the best compared isomer or geometry (same formula, charge and spin): 0.0 kcal/mol
2S+1: 1
charge: -2
total energy: -66667.0278 eV

Each line ends with the Löwdin charge.
Atoms and positions in Å:
Hg  -0.7092  -2.3188  -1.8718  1.202
O  -1.8254  -4.0856  -1.1707  -0.184
C  -1.3463  -5.0672  -0.4439  -0.322
C  -2.2230  -6.1561  -0.0306  -0.029
C  -1.6938  -7.3964  0.3593  -0.090
C  -0.2325  -7.5695  0.3167  -0.134
C  0.5922  -6.5437  -0.1367  -0.092
C  0.0727  -5.2693  -0.1788  -0.187
C  1.0010  -4.2102  -0.2972  -0.141
N  0.7735  -2.9414  -0.3488  -0.069
C  2.0041  -2.1137  -0.2962  -0.212
C  1.7321  -0.7734  -0.9781  -0.222
N  1.0513  -0.9509  -2.2741  -0.079
C  1.3318  -0.1726  -3.2603  -0.122
C  0.9241  -0.5006  -4.5926  -0.149
C  1.0684  0.4714  -5.6220  -0.078
C  0.5700  0.1748  -6.8751  -0.151
C  -0.0740  -1.0529  -7.1157  -0.128
C  -0.2842  -1.9986  -6.1680  -0.043
C  0.3447  -1.8187  -4.9292  -0.402
O  0.4389  -2.7543  -4.0495  -0.169
H  -3.2887  -5.9933  -0.0823  0.094
H  -2.2348  -8.2988  0.6881  0.087
H  0.0993  -8.6015  0.5401  0.077
H  1.6602  -6.7930  -0.3966  0.124
H  2.0367  -4.5254  -0.3748  0.113
H  2.8794  -2.6588  -0.8004  0.129
H  2.2972  -2.0312  0.7370  0.089
H  2.6870  -0.3007  -1.0849  0.098
H  1.0787  -0.1564  -0.2949  0.112
H  1.8195  0.8145  -3.0479  0.128
H  1.3656  1.5043  -5.3655  0.105
H  0.6743  0.9437  -7.6721  0.088
H  -0.4608  -1.1212  -8.1266  0.088
H  -0.9891  -2.8356  -6.2331  0.118
C  1.1208  -0.4425  3.1677  -0.111
C  -0.1382  -0.3920  3.8752  -0.155
N  -0.7230  0.8567  3.7633  0.053
N  0.1654  1.6121  3.0587  -0.015
C  1.2795  0.8503  2.7193  -0.135
B  -0.0758  3.1366  2.7357  -0.693
N  -0.3970  3.1064  1.1964  -0.002
C  -1.1661  4.0208  0.5102  -0.118
C  -0.7694  4.0308  -0.8064  -0.102
C  0.3312  3.0807  -0.9034  -0.153
N  0.4853  2.4408  0.2825  0.070
N  -1.2950  3.7598  3.4418  -0.010
C  -2.6195  3.1904  3.5256  -0.054
C  -3.3022  3.9163  4.5285  -0.117
C  -2.3938  4.8652  5.0567  -0.158
N  -1.2195  4.7756  4.3189  0.040
N  1.2073  3.9688  2.9726  0.008
C  2.1400  3.9692  4.0290  -0.072
C  2.5361  5.3068  4.2413  -0.120
C  1.9090  6.0980  3.2333  -0.173
N  1.1503  5.2754  2.4400  0.058
H  1.8614  -1.2268  3.1405  0.068
H  -0.6193  -1.1678  4.5163  0.087
H  2.1313  1.2426  2.1232  0.117
H  -1.9488  4.5854  0.9858  0.106
H  -1.3458  4.5504  -1.5843  0.077
H  1.0885  2.9490  -1.6919  0.082
H  -2.7511  2.2750  3.0148  0.084
H  -4.3163  3.7205  4.7809  0.058
H  -2.4589  5.6780  5.8159  0.086
H  2.4652  3.1066  4.5536  0.089
H  3.1179  5.6765  5.0649  0.059
H  1.8984  7.1760  2.9129  0.096
S  -4.7807  -1.2511  -3.8482  0.420
C  -3.4004  -0.8995  -3.1191  -1.039
N  -2.3078  -0.7396  -2.5754  -0.078

Forces on atoms 1 to 3 (eV/Å):
Hg -1.2 0.9 -1.6
O 0.3 -1.5 2.0
C -0.5 -0.2 -0.9

=====

Question: Look up the 2S+1 of the third one.
Answer: 2

=====

Question: Among the records above, which one has the highest charge?
Answer: C29H26BCl7N11O3Ta